Below is a molecular structure, CaF8N4O16S8, with properties calculated with the ωB97M-V functional and the def2-TZVPD basis.

Output
Charge: -2
LUMO: 4.49 eV
Molar mass: 760.61 g mol⁻¹
Orbital gap: 10.52 eV
ΔE to the lowest compared entry with this formula, charge and spin: 201.8 kJ/mol
Electronic energy: -165582.760 eV
Spin multiplicity: 1

Cartesian coordinates (Å):
F: 2.054759 0.875901 -2.374385
O: 3.725806 -1.695145 -2.051289
S: 0.921796 1.781667 -3.081971
O: 4.332705 -1.025831 0.779922
F: -0.451703 3.413957 0.099361
F: 1.461061 -2.311622 -2.260629
F: -0.216565 -0.488947 2.824286
F: -0.030829 -3.352091 -0.407090
O: 0.961837 1.332605 3.796121
O: -1.973660 1.475613 -3.833296
S: 2.957053 -1.317149 0.999823
S: -1.238331 -3.162457 0.608537
O: -2.984796 -1.444608 2.325366
O: -0.614628 -3.364108 1.887224
O: 2.736195 -3.508818 -0.650911
O: 0.887533 1.135907 -4.383821
O: 0.143339 3.821841 2.383633
O: 2.584620 -2.243429 2.024591
S: -0.238114 1.119227 3.036304
O: -1.489324 1.229322 3.750077
O: -2.173843 3.214227 1.652686
S: -0.748471 2.997857 1.619349
F: -3.082198 0.123747 0.553530
O: -3.984301 -2.028390 0.136182
N: -0.118820 1.432382 -2.037066
F: 2.428198 0.068577 1.633744
S: 2.669149 -2.176864 -1.181455
N: -0.288258 1.393715 1.516610
Ca: 0.054566 0.078052 -0.230301
O: 1.564642 3.061700 -2.976710
O: -1.269349 3.612912 -2.805418
F: -2.471041 1.924712 -1.576185
N: -1.523639 -1.506225 0.201068
S: -1.415764 2.187486 -2.719960
S: -2.898478 -1.454103 0.899296
O: -2.216592 -4.110880 0.181202
N: 1.945446 -1.090741 -0.338423

Force components x, y, z for each atom (eV/Å):
-0.2 -0.3 0.4
-0.8 -0.5 1.8
8.7 -1.0 -3.4
-0.1 -0.7 -0.8
0.5 -0.7 0.5
0.2 0.2 0.3
0.5 0.4 -0.4
-0.7 0.3 0.2
-0.5 0.7 -1.2
0.7 0.4 0.7
-1.0 3.2 4.2
3.5 -1.6 -0.2
0.6 -0.9 -0.5
-0.8 0.8 -0.9
0.5 1.0 0.6
-1.2 1.2 1.5
-0.6 -1.0 -0.1
0.0 0.0 -1.5
-0.2 -5.9 5.8
0.9 1.3 -1.0
1.6 -0.7 0.6
-1.8 2.6 -2.9
0.2 -0.1 0.1
1.1 0.0 0.8
-4.2 1.1 -0.2
-0.1 -0.1 -0.2
-0.1 -2.3 -7.5
-0.6 4.4 -0.1
-0.1 -0.2 -0.2
-1.4 -0.1 -0.2
0.1 -1.2 0.2
0.7 0.0 0.2
1.3 -4.6 0.7
-3.5 0.6 -0.1
-6.2 4.4 0.0
0.1 0.9 0.0
2.9 -1.5 3.0